Entry 1:
108
Properties=species:S:1:pos:R:3 method="wB97M-V/def2-TZVPD" max_force_ha_per_bohr=0.1153 mol_weight_g_mol=657.9 e_above_lowest_kj_mol=477.6 smiles="CNC(C)=O.CNC(C)=O.CNC(C)=O.CNC(C)=O.CNC(C)=O.CNC(C)=O.CNC(C)=O.CNC(C)=O.CNC(C)=O" e_homo_ev=-9.0792 energy_ev=-60859.7447
O -17.96666 25.67494 10.74847
O -24.80572 16.06374 14.33283
O -21.81073 22.80699 14.92014
O -19.89508 17.51881 16.72202
O -16.61983 20.94896 12.69919
O -15.23346 16.17905 17.11433
O -17.28034 24.11755 20.64559
O -18.24429 25.27917 15.70150
O -18.76026 18.23224 10.28440
N -23.43484 17.09622 12.83360
N -19.78291 22.14887 14.95480
N -20.34964 26.07827 15.94230
N -18.90314 18.52827 12.45939
N -21.61040 16.28757 17.55432
N -16.85195 16.84562 15.55465
N -18.90136 25.25041 12.76758
N -19.44661 24.54353 21.20196
N -16.26093 20.40496 10.58980
C -20.00882 17.45697 19.08120
C -19.57558 18.32806 13.76621
C -16.73555 15.66692 14.72473
C -16.47365 18.06285 17.67983
C -14.68640 21.89686 11.66429
C -19.24234 17.93317 11.31976
C -21.76378 20.57335 15.63546
C -19.35980 24.86747 22.66339
C -15.34424 20.21798 9.45335
C -16.07401 16.98186 16.71279
C -20.46555 17.05987 17.68442
C -24.19229 16.10606 13.27365
C -16.49287 25.42042 12.69004
C -18.28519 27.54757 16.27948
C -20.23371 16.78900 11.25796
C -17.89489 25.54287 11.96724
C -24.33574 14.83294 12.40158
C -18.83558 24.16506 18.93776
C -20.31094 25.14286 12.39529
C -22.40081 15.90139 16.39056
C -21.10943 21.91244 15.19091
C -18.46273 24.29059 20.37933
C -18.96627 26.24339 15.89342
C -18.71763 21.36038 15.52392
C -21.28948 27.13650 16.23006
C -15.92570 21.00765 11.71045
C -23.34689 18.42034 13.45277
H -20.76348 17.11822 19.79102
H -23.51211 19.23622 12.74911
H -20.73060 26.07267 12.77929
H -22.87075 14.96548 16.69276
H -20.29390 19.14194 13.66760
H -16.59123 26.11271 13.52619
H -14.63169 22.57654 10.81392
H -14.59144 19.46795 9.69593
H -22.06262 16.05622 18.42730
H -18.35338 25.04685 23.04159
H -24.45972 13.89220 12.93800
H -18.19851 27.61371 17.36402
H -16.88451 16.17378 13.77132
H -16.22027 24.49492 13.19724
H -21.20730 19.82032 16.19348
H -22.23890 20.21135 14.72369
H -21.90567 16.02210 15.42704
H -22.28372 18.44229 13.69212
H -20.82338 24.42651 13.03743
H -23.55074 14.76216 11.64869
H -20.69830 25.17541 15.65354
H -20.02835 25.62495 23.07250
H -25.20717 14.80994 11.74721
H -15.56748 18.63919 17.86635
H -20.28946 24.77684 20.69669
H -18.84336 18.36558 14.57277
H -18.96119 23.12461 18.63811
H -20.49176 16.26766 12.17975
H -20.00591 17.32878 13.83210
H -17.03020 18.85845 17.18447
H -15.84679 15.03599 14.71291
H -20.59044 24.85577 11.38160
H -13.81132 21.24698 11.66241
H -19.75244 24.69342 18.67646
H -19.05434 17.06776 19.43558
H -17.65683 17.42127 15.35243
H -18.85272 28.38904 15.88205
H -14.56563 22.50038 12.56388
H -19.48972 23.03591 14.57102
H -18.00991 24.57631 18.35705
H -23.22010 16.98730 11.85272
H -19.81009 15.99942 10.63731
H -23.27911 16.54191 16.31032
H -22.31479 26.84722 15.99949
H -16.00328 19.76833 8.71066
H -15.63908 25.62026 12.04257
H -17.61696 15.05406 14.91354
H -21.19782 17.10866 10.86246
H -21.14135 27.31602 17.29492
H -16.74499 17.65939 18.65538
H -19.07894 20.51417 16.10828
H -17.29098 27.49117 15.83622
H -18.28255 19.31997 12.54979
H -18.68300 25.27085 13.75348
H -19.76623 18.51877 19.12399
H -18.13563 20.92446 14.71192
H -18.00526 22.01220 16.02965
H -14.89203 21.10538 9.01049
H -20.99823 27.97473 15.59709
H -17.01936 19.73818 10.60699
H -19.61654 24.01069 23.28637
H -22.57039 20.89058 16.29641
H -23.89114 18.63154 14.37324

=====

Entry 2:
48
Properties=species:S:1:pos:R:3 method="wB97M-V/def2-TZVPD" max_force_ha_per_bohr=0.0401 mol_weight_g_mol=385.4 e_above_lowest_kj_mol=794.1 e_homo_ev=-6.9671 energy_ev=-34765.8800
O -2.13314 7.18928 1.39330
O -3.31372 6.61361 3.16251
O 4.28025 -0.22435 0.89299
N -2.11370 3.02334 0.77731
N -2.68632 6.34722 2.13328
N -3.17124 4.01626 2.56532
C -2.19036 -0.57210 -0.57927
C 5.70463 -3.17465 -0.78477
C -2.09739 -1.98530 -0.32558
C 5.93545 -0.39108 -0.82350
C -3.46589 -0.10292 -1.01157
C 0.65523 -0.89030 0.73749
C -2.59111 4.96959 1.77584
C -4.58991 -0.89519 -0.98443
C 1.20929 1.06217 -0.61192
C -3.25597 -2.75347 -0.20747
C 6.55093 -2.55654 -1.70405
C 2.01041 -1.05955 1.01777
C 6.66193 -1.16692 -1.72410
C 0.21170 0.17033 -0.10930
C 5.06724 -1.02337 0.06399
C -1.13828 0.38064 -0.51627
C -1.94380 4.38223 0.66927
C 2.93342 -0.11427 0.55626
C 2.53085 0.96159 -0.25192
C -2.86733 2.85587 1.93001
C -5.76542 -3.03535 -0.46378
C 4.93934 -2.40913 0.09698
C -4.50994 -2.22572 -0.54262
H 6.01646 0.69052 -0.78021
H -3.22371 1.89802 2.33811
H -1.12944 -2.46168 -0.21079
H 4.28022 -2.86370 0.83035
H -3.52626 0.94244 -1.32079
H -6.17327 -3.26688 -1.45598
H 7.32938 -0.67221 -2.42468
H -0.07259 -1.53262 1.22406
H -5.55689 -0.47598 -1.26354
H 3.27609 1.69973 -0.56187
H -1.43710 4.98372 -0.07931
H -3.21817 -3.78232 0.16443
H 5.64818 -4.25842 -0.73743
H -6.56146 -2.50923 0.07673
H -1.33127 1.35714 -0.95515
H 0.88766 1.87422 -1.27606
H -5.60339 -3.98606 0.04720
H 7.14564 -3.15867 -2.39109
H 2.39277 -1.86988 1.64423